No. 1
Entry from OMol25: C16H21BrN2O4S in the gas phase (ωB97M-V with the def2-TZVPD basis set).

## Properties
HOMO energy = -9.28 eV
largest force on an atom = 0.92 eV/A
SMILES = O=C(C1CCN(S(=O)(=O)c2ccc(Br)cc2)CC1)N1CCOCC1

Structure (XYZ):
```
45
C16H21BrN2O4S ωB97M-V with the def2-TZVPD basis set
O 2.03211 2.93003 1.90903
C 2.08129 1.87727 2.51675
C 0.87320 0.94515 2.58423
C 1.02229 -0.13506 1.50374
C -0.22673 -1.01295 1.46003
N -1.38076 -0.18097 1.22401
S -2.69503 -0.97323 0.57232
O -3.83302 -0.11375 0.69551
O -2.78869 -2.32341 1.05338
C -2.17727 -1.01696 -1.14320
C -1.98312 -2.22380 -1.78607
C -1.56355 -2.23490 -3.10604
C -1.34821 -1.02609 -3.74939
Br -0.76685 -1.03198 -5.55548
C -1.54524 0.18825 -3.10759
C -1.96455 0.18627 -1.78919
C -1.60585 0.80018 2.26170
C -0.40820 1.74173 2.32197
N 3.22870 1.46294 3.10596
C 3.45458 0.30313 3.93834
C 3.84203 0.77075 5.35021
O 4.97741 1.59896 5.31864
C 4.75671 2.73487 4.50977
C 4.39373 2.33131 3.07918
H 0.79385 0.47742 3.56953
H 1.14537 0.35552 0.53672
H 1.90021 -0.75551 1.69024
H -0.16666 -1.73372 0.64240
H -0.33480 -1.57204 2.40166
H -2.16637 -3.13841 -1.24438
H -1.40608 -3.16569 -3.62885
H -1.37227 1.11485 -3.63290
H -2.13442 1.10577 -1.25329
H -2.52188 1.33162 2.00449
H -1.74900 0.30926 3.23684
H -0.30288 2.27391 1.37684
H -0.55717 2.47958 3.11090
H 2.57951 -0.33922 3.98779
H 4.28954 -0.26907 3.51516
H 4.10167 -0.08156 5.98020
H 2.99246 1.31092 5.79753
H 5.68554 3.30591 4.52715
H 3.94466 3.34480 4.93337
H 4.14997 3.20737 2.47824
H 5.23006 1.78903 2.62529
```

These are the natural (NBO) partial charges, in e, on atoms 1 to 8: O -0.636; C 0.704; C -0.317; C -0.399; C -0.221; N -0.694; S 2.320; O -0.932


No. 2
Entry from OMol25: a 6-piece molecular cluster, C32H26BrO12P overall in a non-equilibrium geometry (ωB97M-V with the def2-TZVPD basis set).

## Properties
HOMO energy = -9.97 eV
largest force on an atom = 1.37 eV/A
relative energy (zero: lowest compared OMol25 entry of this formula, charge and spin) = 16.9 kJ/mol
SMILES = O=C1C=CC(=O)C=C1.O=C1C=CC(=O)C=C1.O=C1C=CC(=O)C=C1.O=C1C=CC(=O)C=C1.O=C1C=CC(=O)C=C1.O=C(Br)C[PH3]O

Structure (XYZ):
```
72
C32H26BrO12P ωB97M-V with the def2-TZVPD basis set
O 2.44948 -0.63428 -0.31380
C 3.57138 -0.68728 0.14689
C 4.16886 -1.97413 0.58269
C 5.39796 -2.02558 1.08882
C 6.22338 -0.80111 1.23718
O 7.34274 -0.84620 1.69567
C 5.62425 0.48629 0.79960
C 4.39565 0.53808 0.29416
H 3.55335 -2.85659 0.46714
H 5.85263 -2.95233 1.41406
H 6.24273 1.36700 0.91587
H 3.94026 1.46477 -0.03183
O 0.19468 -9.89175 2.28883
C 0.76665 -9.01942 1.67398
C 0.21312 -7.64488 1.58760
C 0.84272 -6.69091 0.90842
C 2.12530 -6.95696 0.21347
O 2.70150 -6.08058 -0.39563
C 2.68040 -8.33070 0.29796
C 2.05042 -9.28639 0.97499
H -0.72214 -7.47030 2.10390
H 0.46556 -5.67887 0.83029
H 3.61701 -8.50315 -0.21668
H 2.43617 -10.29486 1.05159
O -1.10311 6.52197 1.69751
C -1.14863 5.33138 1.47946
C -0.32330 4.71078 0.41423
C -0.37184 3.40364 0.17848
C -1.24917 2.51281 0.97354
O -1.28835 1.31802 0.75604
C -2.07012 3.12806 2.04184
C -2.02389 4.43500 2.27641
H 0.30982 5.38060 -0.15319
H 0.21780 2.92883 -0.59564
H -2.70569 2.45821 2.60766
H -2.61701 4.90766 3.04869
O -3.39883 5.47197 -0.21211
C -4.14028 6.38918 -0.49707
C -4.15485 7.63484 0.30778
C -4.96766 8.64136 -0.00074
C -5.88982 8.55980 -1.16200
O -6.62825 9.47615 -1.44415
C -5.87099 7.31079 -1.96657
C -5.05836 6.30443 -1.65837
H -3.46987 7.67270 1.14626
H -4.99678 9.56029 0.57040
H -6.55067 7.27208 -2.80800
H -5.02708 5.38547 -2.22982
O -1.52358 -1.36866 -4.00734
C -0.35944 -1.27905 -4.32971
C 0.72199 -1.21956 -3.31484
C 1.99789 -1.11796 -3.67498
C 2.39694 -1.06065 -5.10230
O 3.56011 -0.96765 -5.42901
C 1.31528 -1.12091 -6.11826
C 0.03863 -1.22278 -5.76015
H 0.41651 -1.26201 -2.27657
H 2.79790 -1.07254 -2.94786
H 1.62696 -1.07740 -7.15403
H -0.76576 -1.26862 -6.48322
O 0.94785 -2.18369 4.16882
C 0.56910 -1.93583 3.06660
Br 0.89202 -3.18913 1.58543
C -0.21342 -0.77521 2.64306
P -2.10552 -1.29527 2.53181
O -3.75571 -1.78154 2.43104
H 0.11635 -0.42316 1.68335
H -0.06329 0.02767 3.34469
H -1.77384 -2.59094 2.97317
H -2.42557 -0.32478 3.49086
H -2.11422 -1.01341 1.17182
H -3.90441 -2.42284 3.12174
```

These are the Löwdin partial charges, in e, on atoms 1 to 8: O 0.064; C -0.385; C 0.006; C 0.030; C -0.385; O 0.111; C 0.023; C 0.021


No. 3
Entry from OMol25: C50H44F9LiN2OPSSb as an isolated structure in a non-equilibrium geometry (ωB97M-V with the def2-TZVPD basis set).

## Properties
HOMO energy = -6.69 eV
largest force on an atom = 1.40 eV/A
relative energy (zero: lowest compared OMol25 entry of this formula, charge and spin) = 0.0 kJ/mol

Structure (XYZ):
```
110
C50H44F9LiN2OPSSb ωB97M-V with the def2-TZVPD basis set
Li 0.18638 -1.09113 -1.12180
C -3.16964 -2.08424 0.59537
N -1.98209 -2.52463 -0.11627
C -2.35890 -3.07741 -1.41046
C -1.26640 -3.53334 0.67184
C 0.11419 -3.87743 0.14091
C 0.60704 -5.16266 0.36065
C 1.88126 -5.51038 -0.06823
C 2.64688 -4.56000 -0.73072
C 2.13036 -3.28313 -0.93598
C 0.85816 -2.87205 -0.49643
H -3.88175 -2.90978 0.76361
H -3.67993 -1.30769 0.02004
H -2.89016 -1.66473 1.56452
H -3.10175 -3.88650 -1.30527
H -1.46193 -3.47219 -1.88241
H -2.77455 -2.29228 -2.04622
H -1.87849 -4.44829 0.77675
H -1.14670 -3.11938 1.67401
H -0.00060 -5.90603 0.87219
H 2.26654 -6.50852 0.10438
H 3.64177 -4.81560 -1.08500
H 2.77504 -2.55932 -1.44120
C -0.87416 -3.19023 -4.48577
C 0.00579 -2.17919 -3.80313
N 1.29891 -2.17098 -4.15684
O -0.42953 -1.39226 -2.95932
H -0.65895 -3.24288 -5.55257
H -1.91926 -2.94108 -4.32506
H -0.67529 -4.16728 -4.03981
H 1.68717 -2.90271 -4.72394
H 1.91852 -1.59617 -3.59911
F 5.61706 4.52376 2.85146
C 4.87329 3.98186 3.83214
F 4.25334 4.99930 4.46832
F 5.72470 3.43484 4.72465
C 3.88609 2.97647 3.31964
C 3.82513 2.65300 1.97555
C 2.88059 1.73356 1.53963
C 2.00184 1.13536 2.43603
C 2.10489 1.44317 3.79117
C 3.03589 2.36332 4.23417
P 0.77312 -0.06360 1.73510
C -0.75822 0.53945 2.56975
C -1.14934 0.41357 3.90233
C -2.33764 0.97306 4.34659
C -3.14638 1.68493 3.47300
C -2.77025 1.83626 2.14637
C -1.59146 1.25952 1.71313
C -4.43182 2.28793 3.95384
F -4.66314 3.48382 3.37745
F -4.43810 2.47513 5.28450
F -5.49444 1.50549 3.65943
C 1.36255 -1.53584 2.65920
C 0.67593 -2.26390 3.62305
C 1.24147 -3.40472 4.17382
C 2.49299 -3.82335 3.75523
C 3.19642 -3.10376 2.80023
C 2.62613 -1.97071 2.25622
C 3.08265 -5.06121 4.35713
F 3.63300 -4.80769 5.57202
F 4.05272 -5.59405 3.59485
F 2.15300 -6.01905 4.55190
H 4.50957 3.11733 1.27806
H 2.82624 1.46728 0.49015
H 1.46381 0.95871 4.51362
H 3.11463 2.60887 5.28574
H -0.53650 -0.10788 4.62247
H -2.63038 0.86219 5.38226
H -3.39161 2.40261 1.46351
H -1.26906 1.39229 0.68805
H -0.32181 -1.98441 3.92716
H 0.70276 -3.97472 4.91974
H 4.16250 -3.45256 2.46378
H 3.15214 -1.41974 1.48545
S 1.99093 0.48711 -2.06942
Sb 0.06209 1.56278 -2.54774
C -1.94670 0.93117 -2.89685
C -2.33260 0.68556 -4.20898
C -3.63638 0.30635 -4.48466
C -4.55201 0.16133 -3.44946
C -4.16097 0.39124 -2.14023
C -2.85621 0.77979 -1.86178
C -0.21128 3.07412 -1.07340
C 0.91514 3.46023 -0.35760
C 0.81913 4.43277 0.62695
C -0.40906 5.02563 0.88792
C -1.53084 4.65604 0.16021
C -1.43713 3.67991 -0.82257
C 0.37940 2.73768 -4.29287
C 1.66018 2.83979 -4.81744
C 1.89910 3.66752 -5.90548
C 0.85674 4.38566 -6.47315
C -0.42476 4.28487 -5.94893
C -0.66387 3.46700 -4.85455
H -1.61424 0.77810 -5.01480
H -3.93924 0.12237 -5.50761
H -5.57159 -0.13070 -3.66590
H -4.86723 0.26802 -1.32880
H -2.56523 0.94814 -0.83251
H 1.86726 2.98946 -0.57284
H 1.69679 4.71738 1.19277
H -0.48944 5.78350 1.65671
H -2.48576 5.12562 0.36134
H -2.32173 3.40319 -1.38502
H 2.46664 2.26570 -4.37364
H 2.90063 3.75453 -6.30675
H 1.04274 5.03172 -7.32152
H -1.24037 4.84397 -6.38971
H -1.66239 3.40602 -4.43831
```

These are the Löwdin partial charges, in e, on atoms 1 to 8: Li 0.369; C -0.102; N -0.257; C -0.103; C -0.188; C -0.290; C -0.073; C -0.120


No. 4
Entry from OMol25: C38H63BBr5F11I2LiN3NaO18PS as an isolated structure in a non-equilibrium geometry (ωB97M-V with the def2-TZVPD basis set).

## Properties
HOMO energy = -5.04 eV
largest force on an atom = 6.94 eV/A

Structure (XYZ):
```
145
C38H63BBr5F11I2LiN3NaO18PS ωB97M-V with the def2-TZVPD basis set
C -1.70537 5.16948 -0.88280
C -3.05902 4.99842 -0.86835
C -3.79468 3.73524 -1.41940
C -5.28758 4.06558 -1.10904
Br -5.48040 4.14461 0.85069
C -6.34407 3.13080 -1.76865
C -7.53684 3.98735 -2.32336
C -3.33454 3.67277 -2.92039
I -4.55790 4.71656 -4.40064
C -3.03824 2.19863 -3.21354
I -2.63119 1.36616 -5.09484
N -3.05693 1.57474 -2.05537
C -3.37340 2.36331 -0.85919
F -4.37556 1.56112 -0.28861
C -2.27124 2.28425 0.20694
C -1.91696 0.81527 0.57845
O -1.98034 0.63917 2.01233
C -1.32232 -0.62697 2.29670
C -1.97245 -1.45964 3.40266
F -1.92805 -0.70355 4.63834
F -1.26180 -2.52105 3.62683
C -3.48467 -1.87326 3.16958
F -4.26678 -0.77248 3.14316
F -3.88827 -2.59429 4.31644
C -3.71613 -2.83812 1.97559
F -3.13193 -3.99647 2.24722
F -3.23845 -2.35629 0.80878
C -5.23066 -3.19127 1.73802
F -5.23381 -3.97176 0.64346
F -5.94700 -2.09048 1.42563
H -1.17174 5.35032 0.05985
H -1.11184 5.18790 -1.81286
H -3.66540 5.82841 -0.47947
H -5.47770 5.09052 -1.46159
H -6.79417 2.52193 -0.96795
H -5.88679 2.49666 -2.54595
H -7.94735 3.48219 -3.21288
H -8.33281 4.11091 -1.57481
H -7.19123 4.98221 -2.64714
H -2.35228 4.12491 -3.15105
H -2.85556 0.57898 -2.05282
H -2.70619 2.72263 1.12120
H -1.33131 2.77533 -0.06813
H -2.51160 0.06262 0.03686
H -0.86087 0.63572 0.29223
H -0.30043 -0.40179 2.66908
H -1.19175 -1.24605 1.39813
H -5.65623 -3.74927 2.58764
B 1.35199 -2.66979 7.56734
O 1.36168 -1.30063 6.90311
C 1.28540 -1.52300 5.58854
O 1.25327 -0.68153 4.70709
C 1.22786 -2.98185 5.31665
O 1.15392 -3.47180 4.21689
O 1.25987 -3.63926 6.43512
F 0.23571 -2.77776 8.39456
F 2.51288 -2.86768 8.29037
C -1.51351 3.04421 -9.25674
N -1.87141 1.66242 -8.83154
O -0.98130 0.97005 -8.36425
O -3.02579 1.32434 -8.97941
H -0.45772 3.20384 -9.06530
H -1.73182 3.12673 -10.31802
H -2.12175 3.73276 -8.67573
Li -2.89356 1.15082 3.72029
O -8.24486 5.11051 3.52781
S -8.59324 6.11828 2.49931
O -7.46885 7.06398 2.32757
O -9.79579 6.85237 2.92409
O -8.83954 5.42389 1.21342
C 0.08056 -7.91074 2.95242
O 0.52079 -8.32684 4.29115
P -0.53353 -8.38036 5.45862
O -1.91030 -8.72413 5.07584
O -0.37770 -6.95002 6.13636
C -0.74778 -5.90129 5.25275
O 0.15052 -9.36844 6.49397
C -0.65833 -9.89889 7.53922
H 0.52386 -8.58329 2.22103
H -0.99824 -7.94557 2.85102
H 0.42997 -6.89406 2.75684
H -1.56123 -6.22462 4.59770
H 0.11364 -5.61763 4.65066
H -1.08008 -5.03036 5.81910
H -0.11161 -10.71809 8.00264
H -1.59736 -10.28695 7.14352
H -0.85838 -9.13262 8.29032
Na -3.73256 -0.97708 5.84893
C 2.25282 -1.74790 1.42573
C 3.70103 -2.21608 1.37173
C 4.68973 -1.20776 0.77354
C 4.24678 -0.38884 -0.43063
N 4.17124 -1.05050 -1.80012
C 5.49802 -0.99219 -2.53678
C 6.29524 -2.17728 -2.01645
C 5.25201 -3.23771 -1.64997
C 3.89832 -2.54992 -1.78200
C 3.07195 -0.39424 -2.62099
C 3.29980 1.05406 -3.04184
C 3.12383 2.12526 -1.96340
H 1.84407 -1.53049 0.43114
H 1.63403 -2.53290 1.86476
H 2.15490 -0.85265 2.04704
H 3.75524 -3.16882 0.84211
H 4.02508 -2.44261 2.38899
H 5.65299 -1.69047 0.60348
H 4.89133 -0.47336 1.56069
H 4.94432 0.43941 -0.54288
H 3.27013 0.04485 -0.22692
H 5.28071 -1.11474 -3.59899
H 5.97723 -0.03095 -2.36733
H 6.87892 -1.89090 -1.14184
H 7.00609 -2.53811 -2.75820
H 5.42239 -3.61963 -0.64419
H 5.30392 -4.09720 -2.31678
H 3.16002 -2.78962 -1.02358
H 3.46906 -2.81078 -2.74893
H 2.14720 -0.50541 -2.05185
H 2.97771 -0.99073 -3.52863
H 2.55525 1.26478 -3.81434
H 4.27124 1.17564 -3.52542
H 2.24317 1.93249 -1.34635
H 2.99264 3.10120 -2.43246
H 3.99549 2.20872 -1.31710
C 6.40919 2.83668 -6.66576
C 6.02889 3.58270 -5.40193
O 5.92549 4.98867 -5.63821
C 4.81073 5.38765 -6.25980
O 3.90409 4.67504 -6.61476
O 4.88603 6.70562 -6.43472
C 3.79799 7.26302 -7.17649
H 7.31972 3.25653 -7.09549
H 6.57096 1.77852 -6.45449
H 5.62909 2.92053 -7.42215
H 6.81221 3.45081 -4.65524
H 5.10044 3.19836 -4.97224
H 2.83964 6.98472 -6.74112
H 3.85257 6.94189 -8.21636
H 3.89880 8.34461 -7.13762
C 2.19855 2.75564 6.33798
Br 1.94382 0.83662 6.11019
Br 1.36879 3.41977 7.96211
Br 4.06807 3.26690 6.23625
H 1.69850 3.24543 5.51253
Br -0.46135 -6.12619 1.05581
```

These are the Löwdin partial charges, in e, on atoms 1 to 8: C 0.012; C -0.131; C -0.406; C -0.620; Br 0.878; C -0.280; C -0.103; C -0.642


No. 5
Entry from OMol25: a 6-piece molecular cluster, C16H46N2O8 overall in a non-equilibrium geometry (ωB97M-V with the def2-TZVPD basis set).

## Properties
HOMO energy = -8.69 eV
largest force on an atom = 2.02 eV/A
relative energy (zero: lowest compared OMol25 entry of this formula, charge and spin) = 21.0 kJ/mol
SMILES = COCCNCCOC.COCCNCCOC.CO.CO.CO.CO

Structure (XYZ):
```
72
C16H46N2O8 ωB97M-V with the def2-TZVPD basis set
C 11.95590 14.43614 7.11544
O 12.18584 13.13728 7.53848
C 12.69628 13.12738 8.83449
C 12.78436 11.67024 9.33004
N 13.83194 10.95288 8.58832
C 13.93620 9.51796 9.02878
C 14.93892 8.76586 8.16482
O 14.28472 8.58638 6.90292
C 15.09918 7.82650 5.98214
H 12.91040 14.95004 7.00172
H 11.29284 14.98744 7.78216
H 11.43838 14.46442 6.15654
H 12.08666 13.64198 9.57722
H 13.67526 13.59762 8.74190
H 11.79924 11.20662 9.27812
H 13.06544 11.61386 10.38166
H 13.60460 11.03346 7.60754
H 12.98798 8.99515 9.15398
H 14.25488 9.42532 10.06704
H 15.31480 7.82864 8.57522
H 15.87666 9.28782 7.97422
H 15.27702 6.83270 6.39308
H 16.04221 8.34984 5.82438
H 14.58894 7.70304 5.02688
C 11.37036 16.79546 14.12478
O 10.39638 15.94116 13.50472
C 10.84496 14.65000 13.17006
C 9.64960 13.99956 12.37544
N 9.76939 12.59476 12.07660
C 8.68899 12.18954 11.15746
C 8.74870 12.75656 9.75084
O 8.20400 14.07102 9.67216
C 8.21952 14.64216 8.35538
H 12.21300 16.94112 13.44892
H 11.72822 16.41290 15.08066
H 10.89340 17.71082 14.47510
H 11.00108 14.18194 14.14200
H 11.72534 14.70674 12.52988
H 9.72083 14.54992 11.43730
H 8.64714 14.17544 12.76562
H 9.62350 12.17504 12.98360
H 7.71340 12.33542 11.62120
H 8.96730 11.14452 11.02106
H 8.23066 12.07934 9.07180
H 9.79206 12.85262 9.45036
H 7.62200 15.54544 8.47852
H 7.73078 13.98742 7.63390
H 9.20541 14.85460 7.94186
C 6.79614 17.74579 10.26480
O 5.56358 17.88042 9.59883
H 7.58696 17.41603 9.59102
H 7.08844 18.74419 10.59014
H 6.78710 17.05751 11.10996
H 5.34740 16.98994 9.31260
C 9.47407 19.82370 12.41642
O 10.62748 19.94661 11.58642
H 9.43314 18.78902 12.75680
H 9.47172 20.49811 13.27272
H 8.62912 20.08290 11.77848
H 11.43732 19.89072 12.09888
C 10.57536 16.86434 10.26576
O 11.00778 18.05726 9.60711
H 9.76439 17.12814 10.94458
H 10.24171 16.13859 9.52408
H 11.43166 16.44234 10.79188
H 11.03046 18.77879 10.23992
C 9.62242 18.92300 6.86622
O 10.38508 17.75340 6.98372
H 9.16094 19.08602 7.84016
H 10.20594 19.77706 6.52244
H 8.83386 18.76040 6.13150
H 10.55062 17.59182 7.91542
```

These are the Löwdin partial charges, in e, on atoms 1 to 8: C -0.121; O -0.178; C -0.239; C -0.206; N -0.040; C -0.194; C -0.229; O -0.207


LUMO for every record listed, in sequence, given in eV: 0.40, -1.74, -0.31, -3.35, 0.46.
HOMO-LUMO gap for every record listed, in sequence, given in eV: 9.7, 8.2, 6.4, 1.7, 9.1.